14
Properties=species:S:1:pos:R:3:forces:R:3 method="wB97M-V/def2-TZVPD" multiplicity=1 gap_ev=8.5 e_above_lowest_kcal_mol=79.5 lumo_ev=-0.06 charge=0
C 0.8287 -1.2083 0.0871 -1.3815 3.6830 2.7893
C -0.0549 -0.2245 -0.6017 0.7556 -1.9479 -4.5715
C -0.9658 1.3423 0.2276 -1.0299 2.4748 0.4407
C -1.3966 0.0227 -0.1356 -3.1160 -1.4416 0.0729
H 2.7925 -1.0486 0.4596 -1.8747 1.1548 -1.4284
H 0.5240 -0.9766 1.1298 0.3180 -0.8089 0.2282
H 0.5073 -2.1907 -0.0883 0.8032 -1.7481 -0.9139
H -0.1607 -0.4774 -1.7156 0.4268 0.0465 1.0973
H 1.0776 1.3577 0.0371 3.4895 0.6242 2.2515
H -1.6374 2.1614 -0.0239 0.1260 0.2385 -0.6181
H -1.0524 1.3694 1.3027 0.9893 0.0782 0.9445
N 0.3221 1.1690 -0.4819 -4.2272 0.2018 -1.1596
O 2.0654 -0.5684 -0.0824 3.5274 -2.8381 0.8562
S -2.8499 -0.7281 -0.1145 1.1934 0.2828 0.0111